Record 1
17
Properties=species:S:1:pos:R:3:lowdin_charge:R:1 method="wB97M-V/def2-TZVPD" e_homo_ev=-9.28 e_above_lowest_ev=2.586 smiles=C1[C@@H]2CC3(CC3)[C@H]12 orbital_gap_ev=10.474
C -1.52579 -0.29824 0.77400 -0.2228
C 1.62639 -0.02738 -0.95781 -0.0949
C -0.55445 -1.12330 1.55200 -0.0939
C -0.17462 0.28615 1.15342 -0.1556
C 0.26353 0.33733 -0.33734 -0.3377
C -1.12699 -0.28309 -0.71239 -0.0763
C 1.08532 1.37025 -1.05476 -0.1053
H -0.79780 -1.27226 2.60523 0.1025
H -1.00634 -1.28171 -1.14689 0.1051
H 0.78214 1.70903 -2.04478 0.1006
H -2.51268 -0.04507 1.16938 0.1307
H 1.60512 2.12988 -0.47274 0.1005
H -0.06754 -1.97946 1.08469 0.1077
H 2.50597 -0.20018 -0.32929 0.0982
H 1.68854 -0.61152 -1.88547 0.0990
H -1.83121 0.28217 -1.34233 0.1115
H 0.03910 1.00977 1.94132 0.1307

***

Record 2
9
Properties=species:S:1:pos:R:3:lowdin_charge:R:1 method="wB97M-V/def2-TZVPD" e_homo_ev=-10.51 e_above_lowest_ev=1.256 smiles="C=C.O" orbital_gap_ev=11.376
O 0.19014 2.04155 -1.38819 -0.0787
C 0.39093 -1.57492 0.69852 -0.0888
C -0.66435 -0.83648 1.01847 -0.0658
H 0.18917 1.08490 -1.61858 0.0416
H 0.58824 1.76542 -0.54028 0.0259
H 0.24207 -2.65249 0.53359 0.0537
H -0.65577 0.22640 0.82397 0.0348
H -1.44112 -1.40465 1.48547 0.0433
H 1.25692 -1.24165 0.15072 0.0339

***

Record 3
68
Properties=species:S:1:pos:R:3:lowdin_spin:R:1 method="wB97M-V/def2-TZVPD" e_homo_ev="0.03 / -4.97" s2=6.01 total_charge=-1 spin_multiplicity=5 orbital_gap_ev="2.748 / 7.671"
Co -0.62016 -0.02794 0.71047 2.7656
Cl -2.61239 0.75244 1.27379 0.0909
O -0.64473 4.01747 -0.74799 0.0059
O -0.26417 -4.02979 -1.15572 0.0412
O 0.25865 -0.11238 2.51570 0.0824
N -0.02540 1.91805 -0.24477 0.0425
N -0.28691 -2.08451 -0.02613 0.1005
C 2.19688 2.67916 -1.01033 0.0069
C -0.52530 -0.03143 -4.33108 0.1046
C -1.95479 -0.10278 -1.97786 0.1378
C -0.87931 2.71258 -0.86520 0.0161
C 2.14320 -2.18660 0.38800 0.0088
C -0.50611 2.48184 -4.33696 0.0130
C 0.52634 4.16068 0.10464 0.0018
C -2.02406 2.33155 -1.74894 0.0085
C -0.59023 1.51364 4.09410 0.0003
C 0.73828 -4.21373 -0.12658 0.0028
C -1.58828 -1.29029 -2.58633 0.1110
C -0.38560 -2.55482 -4.40446 0.0024
C -1.61557 1.12166 -2.52394 0.0429
C -0.83035 -2.83958 -0.95533 0.1216
C -1.12770 -0.89112 4.34831 0.0006
C 1.14463 2.76253 0.08789 0.0045
C 1.20465 -0.12561 4.68413 0.0034
C -0.07063 0.09677 3.85374 0.0082
C -0.84514 -1.27054 -3.77616 0.0185
C 0.80588 -2.87472 0.59933 0.0077
C 0.53230 -3.09257 2.07095 0.0021
C 1.74607 2.40899 1.42919 0.0005
C -0.89468 1.17254 -3.72398 0.0839
C -1.97206 -2.53349 -1.86716 0.0570
H 1.55213 -1.15892 4.58618 0.0001
H 0.61058 -2.13333 2.59658 -0.0001
H 0.37808 -5.02911 0.51172 0.0008
H 0.33926 -3.09406 -3.77474 0.0020
H -2.85240 2.09041 -1.07218 0.0053
H 1.03707 0.07794 5.74678 0.0008
H 2.14055 -1.19282 0.84882 0.0020
H -1.38190 1.73831 3.37318 0.0001
H 0.04227 -0.00064 -5.26471 0.0158
H -2.04367 -0.79481 3.76107 0.0000
H 0.96439 2.36742 2.19486 -0.0001
H 0.10077 -2.34424 -5.36289 0.0026
H 2.34442 -2.09525 -0.68687 0.0028
H 2.01095 0.52770 4.33530 0.0001
H -0.07952 2.30682 -5.32976 0.0020
H -0.76637 -1.92237 4.27464 0.0000
H -1.34530 -0.68399 5.40150 0.0000
H -2.53538 -0.14069 -1.04115 0.0242
H -1.36811 3.14967 -4.44407 0.0021
H -2.29222 3.18016 -2.38452 -0.0004
H 0.17376 4.44661 1.10707 0.0004
H 2.60081 1.66161 -1.06345 0.0025
H 0.23020 2.22567 3.98135 0.0000
H 0.25236 3.01612 -3.74807 0.0066
H -0.47735 -3.50619 2.19739 0.0004
H 1.67140 -4.51266 -0.61405 0.0008
H 2.94136 -2.78019 0.84943 0.0022
H -0.98946 1.61970 5.11058 0.0000
H -2.15314 -3.38592 -2.52963 0.0024
H -1.22859 -3.23563 -4.58445 -0.0008
H 1.15706 4.95556 -0.30869 0.0007
H 1.77093 2.94980 -1.98396 0.0019
H 2.25916 1.44169 1.39608 0.0002
H 3.01202 3.37574 -0.77575 0.0014
H 2.47152 3.18859 1.70079 0.0000
H 1.26539 -3.81381 2.46445 0.0005
H -2.84639 -2.36285 -1.22021 0.0264

***

Record 4
12
Properties=species:S:1:pos:R:3:lowdin_charge:R:1 method="wB97M-V/def2-TZVPD" e_homo_ev="-9.08 / -9.19" e_above_lowest_ev=3.516 orbital_gap_ev="8.935 / 7.298"
Cl 2.96081 0.71248 1.20635 0.2591
P 1.38501 -0.42433 0.60714 0.3963
O 1.77864 -1.81189 0.34390 -0.4241
C 0.14176 -0.37247 2.04387 -0.3065
C 0.70714 1.39236 -2.23840 0.0676
C -0.49213 -1.42665 2.48604 -0.0317
H -1.25917 -1.44526 3.13565 0.0258
H 0.09025 0.49029 2.66471 0.0442
H -0.37637 -2.29712 1.84518 0.0624
H 0.69216 0.65692 -3.01127 -0.0280
H 1.59122 1.35546 -1.51238 -0.0408
H -0.22987 1.86682 -2.02193 -0.0245

***

Record 5
50
Properties=species:S:1:pos:R:3:lowdin_charge:R:1 method="wB97M-V/def2-TZVPD" e_homo_ev=-8.31 e_above_lowest_ev=0.588 orbital_gap_ev=6.986
Rh -1.03048 0.78614 -0.05841 0.9686
S -2.85033 2.20557 -0.14617 0.4541
S -2.47694 2.09152 -2.18215 0.1745
O -3.59785 1.56403 -2.90041 -0.3374
O -2.36990 -0.74195 -0.06747 -0.1964
O -1.34749 1.04054 -2.06569 -0.5396
O -1.89346 -2.86566 0.41491 0.0744
O -1.92848 3.33758 -2.65789 -0.3729
O -1.49993 -1.71099 -2.62866 -0.0326
N 0.06122 2.49548 0.19554 -0.0524
N -0.21126 -0.60331 2.38165 0.1321
N 1.14445 -2.90595 -0.62985 0.1587
N 0.36594 -0.85754 0.13391 0.0487
N -0.47522 0.63930 1.84516 -0.1232
C 0.36305 3.38893 -0.73891 -0.0865
C 0.59851 -3.30001 2.97254 0.0029
C 0.23177 -1.36452 1.43490 -0.2706
C 0.66343 4.05773 1.90112 0.0000
C 1.49091 -4.82309 0.81214 -0.0053
C -2.37612 -3.83876 -2.09852 -0.0239
C -3.90104 -1.85044 -2.25784 -0.0020
C 0.20979 2.81642 1.50438 -0.2463
C 0.97639 -4.61213 3.15755 -0.0593
C 1.10837 -3.49844 0.63338 -0.1735
C 1.42154 -5.37245 2.07490 -0.0601
C 0.96815 4.99683 0.92437 -0.0354
C -2.23303 -1.99742 -0.37739 -0.5492
C 0.66314 -2.72892 1.70257 -0.0991
C 0.82813 4.65430 -0.40635 -0.0121
C -2.52416 -2.35136 -1.85161 -0.5317
C 0.76240 -1.64746 -0.82085 -0.1108
C 0.01855 1.67832 2.40122 -0.0237
H -3.98021 -0.77356 -2.11696 0.0673
H 1.82558 -5.41095 -0.03358 0.1175
H -4.07676 -2.08257 -3.30946 0.0952
H 0.77233 4.27926 2.95364 0.1214
H -1.37960 -4.17926 -1.81541 0.0696
H 1.37521 -3.46505 -1.43552 0.1670
H 1.31230 5.98285 1.20541 0.1155
H -3.09734 -4.39849 -1.50526 0.0925
H 0.77462 -1.27618 -1.83560 0.1477
H 0.23247 -2.69810 3.79220 0.1182
H 1.05272 5.35530 -1.19673 0.1195
H -2.53888 -4.04455 -3.15694 0.0885
H -4.67199 -2.33650 -1.65657 0.0990
H 0.18908 3.09312 -1.76294 0.1041
H 0.91967 -5.05772 4.14102 0.1078
H 1.71057 -6.40424 2.22306 0.1096
H 0.46827 1.62505 3.38647 0.1398
H -1.66895 -0.75233 -2.61932 0.0499

***

Record 6
75
Properties=species:S:1:pos:R:3:lowdin_charge:R:1 method="wB97M-V/def2-TZVPD" e_homo_ev=-6.58 e_above_lowest_ev=0.760 orbital_gap_ev=6.813
Te 1.31794 3.00793 2.12270 0.5501
Br 2.16361 -1.37612 3.40348 0.7636
Ca 0.10943 0.47220 0.39931 0.9411
S -2.30198 -0.86438 0.19801 0.5595
S -0.97578 4.14287 4.22518 0.8440
F -1.57764 -1.17740 3.31603 0.0895
F -2.63153 -5.68783 3.58110 0.1237
F -2.93532 -3.66960 -0.52753 0.0994
F -1.88798 -3.33317 4.71878 0.1128
F -3.18111 -5.81743 0.96396 0.0892
N -0.82435 3.80396 -2.42889 -0.0821
N 1.20172 -2.18176 0.97284 0.0132
N 2.85325 -1.36070 -3.04309 -0.0820
N -1.03753 1.57648 -1.52124 -0.0409
N 3.54348 -0.01286 -1.33519 -0.1014
N 1.27439 -0.13808 -1.69371 0.0104
N -1.94333 3.43281 -0.43487 -0.0862
C -2.08488 3.08854 5.19997 -0.3825
C -0.97852 3.74502 -3.85269 -0.0817
C -1.28165 2.84431 -1.48895 -0.3394
C -2.04212 -2.21488 2.63377 -0.2614
C -0.64547 1.58320 4.20726 -0.2566
C 4.66485 -0.17868 -2.24527 -0.1352
C -2.36430 -2.26136 1.29678 -0.5301
C -2.33813 2.70829 0.77595 -0.0598
C 0.69131 -3.06074 0.10098 -0.1401
C -1.12757 5.15020 -1.87814 -0.1114
C -1.71171 4.88454 -0.48520 -0.1116
C -0.60272 0.98519 -2.75616 -0.2634
C -2.71795 -3.50448 0.76079 -0.3173
C 0.69924 -3.71778 2.70919 -0.1095
C -2.85275 -4.60093 1.52216 -0.1526
C 0.15150 -4.26746 0.46478 -0.0309
C 3.45687 1.15991 -0.59493 -0.1090
C -0.10821 2.76942 3.65802 -1.1142
C 0.13091 -0.33003 -2.61195 -0.2375
C 1.22166 -2.54643 2.20959 -0.7515
C -2.60091 -4.55348 2.87492 -0.1855
C 4.29777 -1.46916 -2.91796 -0.1624
C -2.21663 -3.36394 3.41773 -0.1644
C 0.12906 -4.60578 1.83417 -0.0374
C -1.76753 1.81150 5.06419 -0.2311
C 2.21747 -2.65244 -3.10004 -0.0710
C 2.44934 -0.47308 -2.00452 -0.3771
H 0.44246 -0.57596 -3.64634 0.1249
H 4.53967 -2.31488 -2.24720 0.1292
H -1.92456 4.19926 -4.16951 0.0902
H 0.71335 -2.76861 -0.95407 0.0836
H -2.87016 3.64068 5.72114 0.0578
H 2.39740 -3.15431 -4.09573 0.1151
H -0.24195 0.60728 3.97353 0.0384
H -0.26348 5.82959 -1.92159 0.1283
H 1.18348 -2.46353 -2.91421 0.0431
H 4.45142 1.43843 -0.19852 0.1051
H 3.17081 2.13822 -1.09802 0.1222
H -1.41060 0.89072 -3.47274 0.1164
H -1.07524 5.19351 0.34747 0.1043
H 4.80316 -1.59422 -3.87229 0.1259
H 2.60849 -3.38969 -2.34911 0.1019
H -0.28294 -5.52337 2.19886 0.1206
H 0.67708 -3.89442 3.79486 0.1262
H -2.29798 1.02130 5.58917 0.1060
H -2.69490 5.36901 -0.32397 0.1266
H 2.87985 1.13459 0.32143 -0.0136
H -1.64923 3.02575 1.57238 0.0156
H -2.38564 1.61936 0.55105 -0.0056
H -0.54592 -1.09013 -2.35218 0.0683
H 4.72681 0.67576 -3.00063 0.1520
H 0.15355 1.65979 -3.33173 0.1285
H -0.24024 -4.89257 -0.32043 0.1214
H 5.60415 -0.26705 -1.68213 0.1320
H -0.15577 4.33682 -4.32047 0.1091
H -0.97146 2.73703 -4.24161 0.0532
H -1.89110 5.59997 -2.46920 0.0951
H -3.28671 3.06527 1.20047 0.0992